(1)
The following is a DFT calculation (ωB97M-V with the def2-TZVPD basis set) of 2 unconnected molecules or ions with the total composition C4H8NO2.

The charge is -1. As for the spin multiplicity: 1. The value obtained for the lowest unoccupied orbital energy is 4.2 eV.

Each line ends with the natural charge from an NBO analysis.
Element x y z (Å)
N: -0.66 0.10 -1.79  -0.864
C: -1.25 0.44 -0.47  -0.281
C: -0.66 -1.23 1.33  -0.394
C: -1.40 -0.85 0.30  -0.174
H: 0.34 0.26 -1.70  0.404
H: -1.00 0.71 -2.52  0.334
H: -2.22 0.92 -0.55  0.163
H: -0.53 1.12 -0.01  0.229
H: -0.87 -2.19 1.78  0.172
H: 0.15 -0.64 1.73  0.223
H: -2.23 -1.48 -0.02  0.167
O: 2.66 -0.51 0.78  -0.774
C: 2.58 0.70 0.48  0.631
O: 1.75 1.27 -0.27  -0.822
H: 3.35 1.39 0.92  -0.015

=====

(2)
The following is a DFT calculation (ωB97M-V with the def2-TZVPD basis set) of a molecular structure, C4H6O7Rb5S in a non-equilibrium geometry.

The charge is +3. As for the spin multiplicity: 1. The value obtained for the lowest unoccupied orbital energy is -9.9 eV.

Each line ends with the Löwdin charge.
Element x y z (Å)
Rb: 28.46 -20.19 -17.22  1.028
Rb: 26.00 -18.57 -21.22  1.065
Rb: 26.55 -17.39 -14.33  1.021
Rb: 29.30 -16.85 -17.78  1.033
Rb: 26.31 -14.28 -18.69  1.067
S: 26.00 -17.69 -17.84  -0.004
O: 24.88 -17.28 -18.65  -0.386
O: 27.07 -18.20 -18.69  -0.753
O: 26.43 -16.48 -17.14  -0.689
O: 25.65 -18.76 -16.89  -0.442
C: 22.01 -18.18 -16.39  -0.018
C: 21.54 -19.56 -16.83  -0.280
C: 22.60 -20.68 -16.75  -0.095
O: 22.01 -21.67 -15.92  0.076
C: 20.89 -21.21 -15.35  -0.565
O: 20.23 -21.78 -14.56  0.210
O: 20.64 -19.96 -15.79  0.087
H: 22.64 -18.23 -15.50  0.084
H: 21.19 -17.50 -16.15  0.096
H: 22.53 -17.70 -17.23  0.073
H: 21.17 -19.55 -17.86  0.156
H: 23.53 -20.27 -16.36  0.107
H: 22.76 -21.20 -17.70  0.132